The molecule CH2OS2 in a non-equilibrium geometry. Source: the Open Molecules 2025 dataset; level of theory: ωB97M-V/def2-TZVPD.

Its structure (SMILES) is OC(=S)S. Its HOMO energy is -9.19 eV. For the LUMO energy, the calculation gives 0.0001 Eh. The relative energy (zero: lowest compared OMol25 entry of this formula, charge and spin) is 10.9 kcal/mol.

Structure (ORCA input):
```
! RIJCOSX wB97M-V def2-TZVPD def2/J DEFGRID3
* xyz 0 1
O 0.168 -1.519 -0.763
C 0.043 -0.234 -0.270
S 0.013 1.165 -1.038
S -0.158 -0.292 1.510
H 0.612 -1.441 -1.604
H 0.105 1.020 1.797
*
```


A cluster of 11 separate species, C4H26N2O10 in total in a non-equilibrium geometry. Source: the Open Molecules 2025 dataset; level of theory: ωB97M-V/def2-TZVPD.

Its structure (SMILES) is Cc1c[nH]cn1.O.O.O.O.O.O.O.O.O.O. Its HOMO energy is -7.95 eV. For the LUMO energy, the calculation gives -0.0053 Eh. The relative energy (zero: lowest compared OMol25 entry of this formula, charge and spin) is 123.2 kcal/mol.

Structure (ORCA input):
```
! RIJCOSX wB97M-V def2-TZVPD def2/J DEFGRID3
* xyz 0 1
C -1.114 0.929 2.818
C -1.577 0.717 1.479
C -1.193 1.412 0.315
N -1.843 0.717 -0.670
C -2.777 -0.187 -0.082
N -2.685 -0.136 1.240
H -0.441 1.721 2.923
H -1.841 1.268 3.519
H -0.774 -0.019 3.362
H -0.519 2.156 0.252
H -1.418 0.906 -1.679
H -3.440 -0.679 -0.652
O -0.473 3.266 -2.213
H 0.114 3.688 -1.667
H 0.306 2.575 -2.585
O 0.469 -2.438 1.718
H -0.260 -2.647 1.194
H 0.325 -2.864 2.555
O 2.960 1.600 0.902
H 2.050 1.442 1.118
H 3.288 0.900 0.504
O 1.443 -1.197 -2.190
H 1.616 -1.578 -1.368
H 1.967 -0.301 -2.216
O -1.939 -2.296 -2.027
H -1.536 -1.559 -2.571
H -1.280 -3.022 -2.089
O -0.858 -0.065 -3.121
H -1.191 -0.268 -4.066
H 0.110 -0.194 -3.199
O -2.496 -3.374 0.498
H -2.230 -2.770 -0.156
H -3.167 -2.944 1.098
O 2.010 2.112 -1.968
H 1.804 1.954 -1.036
H 2.894 2.667 -1.775
O 1.847 -0.531 0.544
H 1.447 -1.059 1.259
H 2.812 -0.571 0.865
O 2.781 -0.082 3.073
H 1.877 -0.033 3.282
H 2.931 0.784 2.811
*
```


A structure of composition C24H23O3S2V in a non-equilibrium geometry. Source: the Open Molecules 2025 dataset; level of theory: ωB97M-V/def2-TZVPD.

Its HOMO energy (spin up / spin down) is -9.94 / -9.36 eV. As for the expectation value of S²: 0.781. For the LUMO energy (spin up / spin down), the calculation gives -0.0905 / -0.0895 Eh. The relative energy (zero: lowest compared OMol25 entry of this formula, charge and spin) is 29.4 kcal/mol.

Structure (ORCA input):
```
! RIJCOSX wB97M-V def2-TZVPD def2/J DEFGRID3
* xyz 1 2
V 9.848 6.314 12.796
O 9.497 5.195 11.215
S 8.771 4.350 10.119
C 6.999 4.731 10.398
C 6.732 6.101 10.970
C 6.442 6.055 12.479
C 5.986 7.456 12.955
S 7.252 8.293 14.017
O 8.530 7.817 13.312
C 7.029 7.504 15.588
C 5.700 7.463 16.013
C 5.351 6.885 17.217
C 6.335 6.343 18.023
C 7.672 6.455 17.649
C 8.053 7.031 16.416
C 8.976 5.185 8.553
C 9.879 6.190 8.311
C 10.026 6.593 6.961
C 9.347 5.959 5.926
C 8.427 4.950 6.191
C 8.203 4.582 7.494
H 6.532 3.951 11.052
H 6.601 4.597 9.415
H 5.846 6.528 10.445
H 7.536 6.836 10.783
H 7.288 5.663 13.079
H 5.652 5.254 12.654
H 5.004 7.524 13.420
H 6.034 8.161 12.148
H 4.930 7.915 15.380
H 4.306 6.810 17.413
H 6.039 5.961 19.004
H 8.434 6.058 18.332
H 9.128 6.969 16.113
H 10.469 6.647 9.133
H 10.752 7.390 6.735
H 9.484 6.312 4.911
H 7.874 4.435 5.438
H 7.524 3.757 7.672
O 10.102 3.724 15.845
C 10.473 4.442 15.002
C 10.834 5.296 14.179
C 11.908 5.915 13.438
C 11.979 7.295 13.560
C 12.810 8.069 12.694
C 13.453 7.447 11.652
C 13.233 6.065 11.402
C 12.514 5.274 12.270
H 11.516 7.738 14.456
H 13.024 9.139 12.929
H 14.149 7.974 11.015
H 13.660 5.583 10.522
H 12.379 4.199 12.100
*
```


A cluster of 12 separate species, C39H105N3O12 in total in a non-equilibrium geometry. Source: the Open Molecules 2025 dataset; level of theory: ωB97M-V/def2-TZVPD.

Its structure (SMILES) is COC[C@H](C)N.COC[C@H](C)N.COC[C@H](C)N.CC(C)O.CC(C)O.CC(C)O.CC(C)O.CC(C)O.CC(C)O.CC(C)O.CC(C)O.CC(C)O. Its HOMO energy is -8.82 eV. For the LUMO energy, the calculation gives 0.0146 Eh. The relative energy (zero: lowest compared OMol25 entry of this formula, charge and spin) is 0.0 kcal/mol.

Structure (ORCA input):
```
! RIJCOSX wB97M-V def2-TZVPD def2/J DEFGRID3
* xyz 0 1
C 2.449 4.097 0.648
O 1.347 4.810 0.211
C 1.693 6.209 0.157
C 0.565 6.954 -0.521
C -0.702 6.945 0.328
N 0.256 6.684 -1.926
H 3.316 4.299 0.019
H 2.233 3.028 0.602
H 2.631 4.337 1.702
H 1.905 6.597 1.159
H 2.581 6.280 -0.465
H 0.922 7.985 -0.504
H -1.164 5.970 0.499
H -1.457 7.560 -0.174
H -0.381 7.377 1.288
H 1.102 6.598 -2.482
H -0.242 5.811 -2.045
C -5.258 2.540 -2.274
O -3.995 2.340 -1.694
C -2.941 3.209 -2.150
C -1.663 2.882 -1.339
C -1.958 3.201 0.090
N -0.712 3.846 -1.878
H -5.335 2.355 -3.345
H -5.655 3.557 -2.118
H -5.918 1.776 -1.838
H -2.839 3.126 -3.241
H -3.161 4.234 -1.864
H -1.340 1.841 -1.518
H -1.068 3.208 0.713
H -2.707 2.532 0.530
H -2.343 4.225 0.043
H -0.020 4.030 -1.157
H -0.273 3.370 -2.661
C -3.580 -3.567 -5.429
O -2.587 -2.620 -5.146
C -3.170 -1.319 -4.995
C -1.967 -0.354 -4.784
C -1.022 -0.281 -5.972
N -1.195 -0.520 -3.593
H -3.202 -4.576 -5.564
H -4.198 -3.278 -6.291
H -4.265 -3.527 -4.582
H -3.637 -1.057 -5.946
H -3.871 -1.316 -4.152
H -2.436 0.632 -4.710
H -1.577 -0.073 -6.890
H -0.444 -1.193 -6.133
H -0.324 0.525 -5.777
H -0.775 -1.450 -3.575
H -1.872 -0.494 -2.848
C 5.970 0.989 4.786
C 4.456 0.935 4.783
C 3.833 1.700 3.620
O 4.012 -0.450 4.879
H 6.292 2.029 4.855
H 6.414 0.546 3.892
H 6.369 0.468 5.651
H 4.058 1.362 5.698
H 4.073 2.764 3.669
H 2.751 1.551 3.621
H 4.131 1.220 2.675
H 4.129 -0.882 4.018
C -0.154 3.582 3.340
C 0.628 3.976 4.619
C 1.339 5.333 4.410
O -0.137 4.016 5.797
H 0.594 3.567 2.535
H -0.879 4.343 3.029
H -0.581 2.588 3.445
H 1.394 3.218 4.832
H 2.035 5.225 3.583
H 1.909 5.616 5.300
H 0.602 6.111 4.144
H -0.843 4.667 5.720
C -2.546 -4.197 3.765
C -2.519 -2.793 3.128
C -3.212 -1.724 3.987
O -1.182 -2.569 2.775
H -2.127 -4.923 3.050
H -3.527 -4.551 4.062
H -1.865 -4.183 4.611
H -3.101 -2.839 2.189
H -3.259 -0.780 3.452
H -2.696 -1.603 4.947
H -4.236 -2.046 4.192
H -1.223 -1.900 2.051
C -3.704 -2.509 -1.252
C -4.220 -1.103 -1.153
C -4.837 -0.690 0.233
O -3.196 -0.220 -1.434
H -4.504 -3.210 -0.996
H -2.920 -2.660 -0.508
H -3.295 -2.690 -2.243
H -5.023 -0.950 -1.919
H -5.682 -1.334 0.456
H -5.189 0.348 0.234
H -4.067 -0.798 1.009
H -3.526 0.705 -1.503
C 0.663 0.395 1.337
C -0.216 -0.205 0.194
C 0.519 -1.419 -0.384
O -1.450 -0.593 0.715
H 0.073 1.184 1.817
H 1.628 0.789 1.006
H 0.869 -0.381 2.079
H -0.365 0.536 -0.592
H -0.161 -1.842 -1.121
H 0.672 -2.180 0.391
H 1.484 -1.156 -0.828
H -2.122 -0.480 0.019
C -0.076 -5.740 -4.445
C -0.234 -4.596 -3.439
C 0.822 -4.644 -2.339
O -0.148 -3.331 -4.086
H 0.920 -5.663 -4.904
H -0.876 -5.685 -5.182
H -0.136 -6.717 -3.953
H -1.231 -4.690 -2.973
H 1.851 -4.721 -2.695
H 0.591 -5.582 -1.809
H 0.765 -3.816 -1.629
H -0.955 -3.124 -4.622
C 1.733 -3.330 4.798
C 1.646 -4.502 3.801
C 0.877 -5.699 4.475
O 1.090 -4.221 2.548
H 2.369 -2.516 4.449
H 2.234 -3.748 5.675
H 0.773 -2.895 5.062
H 2.672 -4.804 3.596
H 1.034 -6.589 3.857
H -0.178 -5.492 4.637
H 1.350 -5.935 5.424
H 0.176 -3.859 2.679
C 2.315 0.190 -3.512
C 1.660 1.406 -2.901
C 2.593 2.646 -2.889
O 0.473 1.839 -3.573
H 1.631 -0.662 -3.527
H 3.174 -0.099 -2.894
H 2.631 0.357 -4.543
H 1.398 1.158 -1.860
H 2.006 3.465 -2.473
H 2.838 2.950 -3.911
H 3.514 2.508 -2.320
H -0.096 1.041 -3.573
C 4.246 -2.822 -0.809
C 3.432 -3.562 0.203
C 4.225 -4.812 0.666
O 3.132 -2.721 1.291
H 5.200 -2.519 -0.387
H 3.714 -1.961 -1.199
H 4.492 -3.499 -1.619
H 2.489 -3.859 -0.260
H 5.178 -4.465 1.080
H 4.480 -5.406 -0.213
H 3.761 -5.394 1.460
H 2.368 -3.127 1.753
*
```


A cluster of 2 separate species, C3H8N3O2 in total in a non-equilibrium geometry. Source: the Open Molecules 2025 dataset; level of theory: ωB97M-V/def2-TZVPD.

Its HOMO energy (spin up / spin down) is -13.41 / -13.41 eV. For the LUMO energy (spin up / spin down), the calculation gives -0.2030 / -0.2029 Eh. The relative energy (zero: lowest compared OMol25 entry of this formula, charge and spin) is 144.9 kcal/mol.

Structure (ORCA input):
```
! RIJCOSX wB97M-V def2-TZVPD def2/J DEFGRID3
* xyz 1 1
C -0.664 0.520 -1.312
C -0.108 -0.661 -0.826
C 1.189 0.674 1.417
N 0.489 -1.656 -0.822
N -2.023 0.613 -1.512
N 1.825 -0.677 1.327
O -2.693 -0.467 -1.517
O -2.624 1.618 -1.730
H -0.073 1.301 -1.024
H 1.517 1.373 0.666
H 0.122 0.627 1.510
H 1.457 1.199 2.347
H 0.985 -2.363 -0.256
H 2.852 -0.590 1.454
H -3.727 -0.273 -1.790
H 1.478 -1.238 2.068
*
```


A structure of composition C23H14Cl4N2O4S6W. Source: the Open Molecules 2025 dataset; level of theory: ωB97M-V/def2-TZVPD.

Its HOMO energy (spin up / spin down) is -0.79 / -0.78 eV. For the LUMO energy (spin up / spin down), the calculation gives 0.1482 / 0.1482 Eh. The relative energy (zero: lowest compared OMol25 entry of this formula, charge and spin) is 22.3 kcal/mol.

Structure (ORCA input):
```
! RIJCOSX wB97M-V def2-TZVPD def2/J DEFGRID3
* xyz -2 1
W 0.232 -0.533 -0.671
O -0.918 -0.919 1.135
N -0.971 0.103 1.980
C -0.697 -0.135 3.271
C -0.821 0.863 4.206
C -1.216 2.130 3.771
C -1.443 2.360 2.434
C -1.287 1.334 1.485
S -1.434 1.449 -0.203
H -0.390 -1.151 3.471
H -0.597 0.655 5.241
H -1.324 2.940 4.483
H -1.725 3.337 2.067
O 2.677 -5.374 3.987
C 2.351 -4.563 3.146
S 2.824 -2.862 3.185
C 1.944 -2.356 1.749
C 1.255 -3.299 1.093
S 0.313 -3.017 -0.341
S 1.328 -4.926 1.760
S 2.007 -0.704 1.233
Cl 4.230 -0.277 -6.425
C 2.970 0.016 -5.262
C 1.984 0.944 -5.527
Cl 1.986 1.839 -7.018
C 0.971 1.173 -4.574
Cl -0.271 2.354 -4.856
C 0.948 0.474 -3.379
O 0.063 0.646 -2.435
C 1.974 -0.479 -3.094
O 1.910 -1.051 -1.938
C 2.966 -0.695 -4.048
Cl 4.210 -1.846 -3.679
C 2.897 3.748 1.409
C 2.917 3.348 -0.067
C 2.124 2.150 -0.303
N 1.475 1.219 -0.437
H 3.501 4.642 1.564
H 3.293 2.942 2.026
H 1.878 3.949 1.737
H 3.934 3.145 -0.406
H 2.514 4.141 -0.700
S -1.699 -1.506 -1.939
C -3.112 -1.485 -0.868
C -3.242 -2.378 0.198
C -4.372 -2.366 1.001
C -5.408 -1.470 0.755
C -5.293 -0.581 -0.305
C -4.155 -0.587 -1.102
H -2.429 -3.066 0.393
H -4.445 -3.064 1.829
H -6.290 -1.464 1.386
H -6.086 0.131 -0.506
H -4.049 0.121 -1.914
*
```


What is the relative energy (zero: lowest compared OMol25 entry of this formula, charge and spin) in the fourth record? 0.0 kcal/mol


Which of these has the lowest relative energy (zero: lowest compared OMol25 entry of this formula, charge and spin)? C39H105N3O12


The lowest relative energy (zero: lowest compared OMol25 entry of this formula, charge and spin) belongs to which entry? C39H105N3O12